No. 1
A molecular structure, C14H28FeN3, computed with ωB97M-V/def2-TZVPD.

## Properties
Energy relative to the best compared isomer or geometry (same formula, charge and spin), eV: 0.000
Multiplicity: 5
HOMO-LUMO gap (alpha / beta), hartree: 0.2782 / 0.3115
Total charge: +1

```
46
Properties=species:S:1:pos:R:3:forces:R:3:mulliken_charge:R:1
H 1.751781 1.369514 3.157067 0.0 0.0 0.0 0.330
C -1.946279 0.599631 1.119068 0.0 0.1 0.1 -0.005
C -2.096218 2.541541 -0.589824 0.0 0.0 0.0 -1.810
H -0.649113 -3.156582 -0.129714 0.0 0.0 0.0 0.230
H 2.431808 0.578432 1.754689 0.0 0.0 0.0 0.288
H -2.790020 1.974342 -1.214780 0.0 0.0 0.0 0.462
H 0.990404 -3.052232 -1.760573 0.0 0.0 0.0 0.275
H -4.011329 0.982334 0.662726 0.0 0.0 0.0 0.462
C 1.772791 -0.038372 -2.401062 0.0 0.0 -0.1 -0.738
H 0.670561 3.292508 -0.616616 0.0 0.0 0.0 0.363
H 1.611064 -0.370921 2.991087 0.0 0.0 0.0 0.362
H 0.532679 -1.593374 -3.251378 0.0 0.0 0.0 0.278
H -3.758390 0.064942 2.136537 0.0 0.0 0.0 0.350
H 1.161233 3.543697 1.048693 0.0 0.0 0.0 0.330
N 1.772389 -0.441161 -0.989164 -0.1 0.0 0.0 0.238
H 1.811149 1.052724 -2.426099 0.0 0.0 0.0 0.381
H -1.417118 3.087389 -1.246799 0.0 0.0 0.0 0.407
C -0.943703 0.050126 1.965632 -0.1 -0.1 0.0 0.764
H -1.706148 -0.661438 3.844510 0.0 0.0 0.0 0.357
Fe -0.325465 -0.326656 -0.208243 0.0 0.0 0.0 0.575
C -1.359795 1.662342 0.377114 -0.1 0.0 0.0 0.548
H 0.286257 -2.531520 1.035992 0.0 0.0 0.0 0.252
H 3.170946 -2.010717 -1.334278 0.0 0.0 0.0 0.379
H -1.500957 -0.591456 -2.789843 0.0 0.0 0.0 0.234
N 0.096343 -2.488668 0.036565 0.0 0.0 0.0 -0.486
C -1.183964 -1.043002 2.963884 0.0 0.0 0.0 -1.734
C 0.526331 -0.509680 -3.140421 0.0 0.0 0.0 -0.564
H -0.253728 -1.487100 3.321734 0.0 0.0 0.0 0.386
C 1.575588 0.567225 2.436865 0.0 0.0 0.0 -1.801
H 2.249222 0.265494 -0.444192 0.0 0.0 0.0 0.084
C 0.267509 0.751477 1.728143 0.0 0.0 0.0 0.903
H -3.595949 -0.724139 0.577491 0.0 0.0 0.0 0.266
H 2.738576 -1.701036 0.345204 0.0 0.0 0.0 0.381
C 2.338834 -1.757651 -0.669392 0.0 -0.1 0.0 -0.730
C 0.007301 1.754511 0.746192 0.0 0.0 0.0 0.965
H 0.527994 -0.082268 -4.144971 0.0 0.0 0.0 0.422
H -1.807569 -1.841418 2.554621 0.0 0.0 0.0 0.402
H -2.692553 3.291890 -0.065698 0.0 0.0 0.0 0.330
H 2.658712 -0.409076 -2.926823 0.0 0.0 0.0 0.386
H -0.860391 0.859436 -2.459398 0.0 0.0 0.0 0.236
H 1.746642 -3.794290 -0.360834 0.0 0.0 0.0 0.423
C 1.298770 -2.870307 -0.731690 0.0 0.0 0.0 -0.579
N -0.687773 -0.141208 -2.383095 0.0 0.1 0.0 -0.502
H 1.987298 2.350743 0.078295 0.0 0.0 0.0 0.301
C -3.396872 0.205844 1.116908 0.0 0.0 0.0 -1.698
C 1.001149 2.778130 0.285869 0.0 0.0 0.0 -1.704
```
Positions in Å, forces in eV/Å.

***

No. 2
A molecular structure, C14H28N2O4, computed with ωB97M-V/def2-TZVPD.

## Properties
Energy relative to the best compared isomer or geometry (same formula, charge and spin), eV: 19.627
HOMO-LUMO gap, hartree: 0.3401
Total charge: 0

```
48
Properties=species:S:1:pos:R:3:forces:R:3:mulliken_charge:R:1
C 0.185882 1.257930 -0.418892 3.7 -3.8 1.8 0.271
H 5.324381 2.061390 1.129541 1.0 1.9 0.3 0.507
N 0.752293 0.116316 0.353717 0.7 2.9 -8.3 -0.003
C 3.847271 1.327046 -0.909407 2.6 0.9 -11.4 -1.052
O 0.754544 -2.430271 0.858648 -8.2 -5.9 10.8 -0.360
H -2.557887 -2.466651 -1.919031 -1.2 2.7 -2.4 0.472
H -3.274492 -1.596323 1.820045 1.8 0.6 -2.5 0.149
H 1.805004 -0.660749 -1.341245 -0.7 -0.2 2.7 0.209
H 2.878067 1.472166 0.670711 -4.0 3.1 3.0 0.392
H 0.536470 -0.106866 1.171749 -3.0 -1.4 9.0 0.114
C 1.688574 -0.829214 -0.133906 2.7 0.4 -7.3 0.907
C 4.979422 1.090371 1.144553 -1.6 -6.4 3.6 -1.287
C -3.083278 -0.382954 0.005964 -6.2 -6.0 -1.2 -0.431
C -2.666890 2.475534 -0.572182 3.2 5.3 -8.1 -0.427
H 4.488370 2.268238 -1.100246 -0.8 -1.3 0.6 0.357
C -3.571334 1.895287 0.353505 0.4 0.8 3.6 -0.484
C -2.845818 -2.898555 0.106326 -5.3 0.0 3.7 -0.290
H -3.094432 3.492170 -1.296025 0.5 -2.6 2.7 0.295
H -1.368299 4.000503 0.677685 0.1 -2.3 -2.4 0.270
H -3.636259 2.690669 1.411352 0.1 -2.8 -3.0 0.197
C -1.201570 2.994731 -0.140046 -7.7 11.2 -4.0 -0.796
H 2.972851 1.546383 -1.868779 1.9 -1.0 3.7 0.152
H -4.184239 -2.906947 -0.107627 3.9 0.1 0.9 0.229
H -4.298832 -0.349673 -0.198505 2.5 -1.9 -1.0 0.075
H -2.298974 -4.098128 -1.649238 -0.4 1.5 1.2 0.303
H -0.577234 3.465034 -1.086303 -1.8 -1.3 2.3 0.377
H -2.434802 1.914459 -1.635460 -0.7 0.2 2.9 0.275
C -2.248810 -3.033999 -1.152821 4.1 -5.4 -2.3 -1.088
N -0.565309 2.148441 0.489753 7.5 -12.4 4.3 -0.023
O 0.633359 1.263478 -1.566799 -2.6 2.2 1.6 -0.616
O -3.020965 0.604100 0.724425 0.5 11.3 8.7 -0.281
C 3.652205 0.945357 0.410273 2.2 -6.1 -0.5 0.516
H 3.072156 -0.868084 1.487064 -0.2 0.4 -1.5 0.240
H -1.743160 -1.428033 1.228113 11.0 1.3 4.6 1.139
H -2.432008 -0.294093 -0.698145 3.1 0.4 -6.4 0.416
H -1.034642 1.421758 1.226461 0.9 2.8 -2.2 0.403
H -2.744976 -3.852268 0.789196 0.2 2.1 -1.1 0.261
H 5.745692 0.247389 0.823944 -1.4 2.1 0.1 0.236
H 3.726611 -1.182552 0.089457 8.6 -7.6 -4.5 1.289
H 0.444370 -3.443285 1.096671 0.8 3.0 -0.6 0.404
H -4.522317 1.857192 -0.135385 -1.1 -0.6 0.3 0.412
H 4.558291 0.377175 -1.601104 -1.8 2.8 2.1 0.200
H -1.147276 -2.976153 -1.098168 -0.1 0.5 0.0 0.105
C -2.519776 -1.483089 0.791395 -15.0 -6.0 -1.3 -1.270
C 3.086184 -0.611810 0.327902 -6.9 9.2 9.0 -2.482
H 4.690787 0.588344 2.318480 1.2 2.1 -2.9 0.234
O 1.793263 -3.188005 -0.788132 5.0 -10.8 -9.3 -0.417
C 1.457512 -2.433770 -0.089478 0.5 14.2 1.1 -0.098
```
Positions in Å, forces in eV/Å.

***

No. 3
C14H28N2O4 in the gas phase, computed with ωB97M-V/def2-TZVPD.

## Properties
Energy relative to the best compared isomer or geometry (same formula, charge and spin), eV: 0.554
SMILES string: CCCCOCCCNC(=O)N[C@@H](CC(C)C)C(=O)O
HOMO-LUMO gap, hartree: 0.3598
Total charge: 0

```
48
Properties=species:S:1:pos:R:3:forces:R:3:mulliken_charge:R:1
O 0.984416 1.856023 -1.973758 0.3 0.4 -0.1 -0.712
H 1.810485 1.967485 2.255204 0.0 0.2 0.0 0.326
C 2.543699 -0.124656 -0.832573 0.2 0.5 -0.1 -0.121
C 2.950702 0.223397 1.696525 0.1 0.3 0.0 0.927
H 2.805175 -0.862994 1.702058 0.0 0.0 0.0 0.200
H -3.626396 0.332074 2.642447 0.1 0.0 0.0 0.372
H 4.318632 1.625811 2.607986 0.0 0.2 0.0 0.355
C -4.770782 -2.854169 -0.597525 0.2 0.1 0.0 -1.441
H 4.479041 -2.702450 -0.936431 -0.3 0.1 0.0 0.369
O 2.186225 -2.495520 -0.594637 -0.1 -0.1 0.1 -0.606
H 3.009062 1.724370 0.139011 0.0 0.1 -0.1 0.416
N 1.109606 -0.034167 -0.729230 0.1 -0.4 0.0 -0.143
H -1.407619 2.826079 0.243328 0.0 0.1 0.0 0.281
C 2.946892 -1.582027 -0.787308 -0.4 -0.2 0.0 0.345
H 2.853425 0.294386 -1.800835 0.0 -0.2 0.1 0.571
C 4.122574 0.555874 2.620082 -0.2 -0.2 -0.1 -1.706
H 0.829266 0.666711 1.580736 -0.1 0.1 0.0 0.097
H -1.299009 0.137823 -0.682574 0.1 0.1 0.0 0.265
H 0.641204 -0.883854 -0.449013 0.0 0.1 -0.1 0.306
H -4.035434 1.329247 -0.179291 0.0 0.0 0.1 0.328
H -1.219314 2.598834 -2.252855 -0.2 -0.1 0.0 0.426
C 1.678770 0.887927 2.219538 0.0 -0.3 0.0 -1.279
H 5.024987 0.037080 2.304058 0.1 0.0 0.0 0.424
H -5.199063 -3.530099 0.139555 -0.1 -0.1 0.0 0.337
H -2.409586 -0.917032 2.273801 -0.1 0.0 0.1 0.364
H -5.057691 -0.491816 0.793842 -0.1 0.0 0.0 0.283
H -5.572275 -2.241060 -1.004609 -0.1 0.0 -0.1 0.338
C 3.275747 0.674677 0.264821 0.0 -0.3 0.0 -1.354
H -4.688254 -1.775247 1.942860 -0.1 0.0 0.0 0.471
C -3.204208 1.670939 0.454000 0.0 0.4 0.0 -0.546
H -2.813594 3.482956 -0.613313 0.0 0.1 0.0 0.416
H 4.345623 0.568467 0.079008 0.0 0.1 0.0 0.540
O -2.471232 0.567929 0.952014 0.2 0.1 -0.2 -0.135
H 3.898219 0.260109 3.642425 0.0 0.0 0.1 0.420
C -4.257387 -1.130018 1.174854 0.5 0.2 -0.1 -0.686
C -3.696111 -1.981194 0.037520 -0.3 0.1 0.1 0.141
N -0.934304 0.764472 -1.388168 -0.1 -0.2 0.0 -0.159
H -3.628026 2.237840 1.297653 0.0 -0.1 -0.1 0.369
C -3.176694 -0.270237 1.838328 -0.3 -0.2 0.2 -0.818
H -2.893842 -2.613146 0.424993 0.1 0.0 0.0 0.296
H -4.350132 -3.448305 -1.404993 -0.1 -0.1 -0.1 0.396
C 0.423741 0.940627 -1.404371 -0.2 -0.4 0.1 0.511
C -2.276514 2.567294 -0.363449 -0.1 -0.5 -0.1 -0.661
C -1.798117 1.892409 -1.653441 0.0 0.3 0.0 -0.935
H 1.455564 0.537337 3.225220 0.0 0.0 0.1 0.440
O 4.254227 -1.759019 -0.979108 0.6 0.2 -0.1 -0.438
H -3.264937 -1.327281 -0.723400 0.1 0.0 0.0 0.020
H -2.658885 1.548600 -2.236791 0.0 0.1 0.0 0.387
```
Positions in Å, forces in eV/Å.

***

Computed maximum force, in the same sequence as the records: 0.13 16.19 0.64 eV/Å.